[1]
The following is a DFT calculation (ωB97M-V/def2-TZVPD) of a cluster of 2 separate species, C6H6O2 in total.

```
14
C6H6O2 (ωB97M-V/def2-TZVPD)
C 1.7420 0.7273 0.0266
C 0.5546 1.5919 0.2251
C -1.7641 0.5507 -0.2701
C -1.6908 -0.7485 0.0154
C -0.5761 -1.5761 0.2444
C 0.7343 -1.4419 0.0798
H 2.6743 1.3881 0.0746
H 0.7939 2.7983 1.2239
H -2.7596 1.0473 -0.2903
H -2.7237 -1.2929 0.3400
H -0.9056 -2.5857 0.3024
H 1.2598 -2.2797 0.3460
O 1.8210 -0.6682 -0.3648
O -0.8634 1.4563 -0.1258
```

The calculation puts the frontier orbital gap at 8.49 eV. The HOMO energy comes out at -8.143 eV. Its largest force on an atom is 0.125 Eh/bohr. As for the charge: 0. The calculation puts the relative energy (zero: lowest compared OMol25 entry of this formula, charge and spin) at 160.82 kcal per mole.

=====

[2]
The following is a DFT calculation (ωB97M-V/def2-TZVPD) of a structure of composition C19H33F6NO2P2Ru.

```
64
C19H33F6NO2P2Ru (ωB97M-V/def2-TZVPD)
Ru -0.0429 0.0885 0.2432
P -2.2059 -0.7210 0.6852
P 2.2928 0.6909 -0.3334
N -0.3756 0.5030 -1.4852
H -0.4128 -1.0964 1.2887
C -3.2084 0.7415 0.6582
H -4.1864 0.4814 1.0898
H -3.3404 1.0252 -0.3852
H -2.7734 1.5796 1.2028
C -2.4175 -1.6297 2.2655
H -3.4729 -1.9187 2.3329
H -2.1325 -0.9714 3.0934
H -1.7579 -2.5040 2.2766
C -2.6521 -1.7795 -0.6520
H -3.5249 -2.3860 -0.3851
H -1.8300 -2.4467 -0.9268
H -2.9186 -1.1908 -1.5345
C 2.4687 2.5047 -0.4412
H 3.4902 2.7977 -0.7316
H 2.1869 2.9452 0.5223
H 1.7545 2.8378 -1.2014
C 3.6821 0.1175 0.7096
H 4.6361 0.5035 0.3229
H 3.6824 -0.9766 0.7138
H 3.5175 0.4782 1.7242
C 2.6898 0.0278 -1.9992
H 3.6867 0.3717 -2.2977
H 1.9489 0.3672 -2.7271
H 2.6652 -1.0658 -1.9466
C -0.7522 0.1476 -2.7039
C -1.9120 0.6578 -4.7247
C -1.5767 1.0231 -3.4432
C -0.3400 -1.0946 -3.2176
C -0.7056 -1.4144 -4.5040
C -1.4802 -0.5435 -5.2672
H -2.5162 1.3353 -5.3108
H -1.8817 1.9649 -2.9788
H 0.2465 -1.7557 -2.5879
H -0.3638 -2.3708 -4.9204
H -1.7485 -0.8061 -6.2907
C 0.3754 1.8933 2.9704
O 0.2364 2.2421 1.7465
C -0.9275 1.9862 3.7444
H -1.0088 1.4329 4.6842
H -1.7489 1.6774 3.0914
H -0.8992 3.0731 3.8823
C 1.6028 1.2089 3.4494
H 2.4392 1.8170 3.1046
H 1.9085 0.1759 3.1551
H 1.4729 1.1760 4.5349
C -0.1318 -4.4212 -0.1381
C 1.0505 -3.4208 -0.0440
O 0.6739 -2.2475 -0.5766
C 1.5191 -3.3807 1.5068
F 1.7886 -4.6354 2.0276
F 2.6057 -2.6249 1.7460
F 0.5329 -2.8723 2.3020
C 2.2525 -3.8598 -0.9962
F 2.6944 -5.1180 -0.7498
F 1.8238 -3.8224 -2.2867
F 3.3302 -3.0272 -0.9318
H -0.9140 -4.0025 0.4958
H 0.1552 -5.4453 0.1564
H -0.4665 -4.3695 -1.1717
```

As for the expectation value of S²: 6.06. The calculation puts the frontier orbital gap (spin up / spin down) at 6.67 / 6.63 eV. The HOMO energy (spin up / spin down) comes out at -6.399 / -7.478 eV. The spin multiplicity is 5. Its largest force on an atom is 0.113 Eh/bohr. As for the charge: 0.

=====

[3]
The following is a DFT calculation (ωB97M-V/def2-TZVPD) of the molecule C5H4N2O2.

```
13
C5H4N2O2 (ωB97M-V/def2-TZVPD)
O 3.2102 0.6213 -1.5111
C 2.5837 -0.1271 -0.5997
O 3.4194 -1.0378 0.2516
C 0.9718 -0.1412 -0.2846
C 0.2055 1.1894 0.2529
C -1.3962 1.1842 0.5962
C -2.0693 -0.3247 0.3295
N -1.1228 -1.3785 -0.1641
N 0.1959 -1.3878 -0.4748
H 0.8474 2.1747 0.3967
H -2.0240 2.1020 0.9695
H -3.2226 -0.5492 0.5358
H -1.5989 -2.3254 -0.2979
```

The calculation puts the frontier orbital gap at 5.53 eV. The HOMO energy comes out at -7.943 eV. Its largest force on an atom is 0.165 Eh/bohr. As for the charge: 0. The calculation puts the relative energy (zero: lowest compared OMol25 entry of this formula, charge and spin) at 232.88 kcal per mole.

=====

[4]
The following is a DFT calculation (ωB97M-V/def2-TZVPD) of a cluster of 3 separate species, C2H2NO3 in total.

```
8
C2H2NO3 (ωB97M-V/def2-TZVPD)
C 1.5081 1.3408 0.0627
C -2.6214 0.8328 -0.0617
N 2.2078 2.1831 -0.2532
O -0.3944 -0.5289 0.4023
O -2.6048 0.3257 -1.0747
O -2.8376 1.3080 0.9479
H 0.6138 0.5358 0.4770
H -0.1144 -1.0834 -0.2447
```

The calculation puts the frontier orbital gap at 8.09 eV. The HOMO energy comes out at -4.410 eV. Its largest force on an atom is 0.101 Eh/bohr. As for the charge: -1. The calculation puts the relative energy (zero: lowest compared OMol25 entry of this formula, charge and spin) at 45.40 kcal per mole.

=====

[5]
The following is a DFT calculation (ωB97M-V/def2-TZVPD) of a structure of composition C18H38BIN4O9.

```
71
C18H38BIN4O9 (ωB97M-V/def2-TZVPD)
C 3.5792 -2.1985 0.3225
C 2.1416 -2.8861 0.6353
O 1.8477 -3.7946 -0.4589
B 0.4489 -3.7393 -0.8141
O -0.5511 -4.4613 -0.0474
N -0.0779 -2.9072 -1.9635
I 1.1778 -2.9462 -3.5934
C -0.2592 -1.5163 -1.4657
O 0.5536 -0.6559 -1.8639
O -1.3439 -1.3028 -0.6051
C -1.1262 -0.1788 0.2906
C -1.8450 1.1848 -0.1443
C -2.1381 1.3260 -1.7124
C -3.4940 0.6356 -2.2022
O -4.2408 1.3015 -2.9682
O -3.9080 -0.6843 -1.8833
C -4.6505 -0.7445 -0.6350
C -4.3167 -2.1899 0.0231
H 4.3696 -2.6841 0.9921
H 3.8872 -2.4004 -0.7601
H 3.5548 -1.0630 0.4824
H 2.2571 -3.4237 1.6501
H 1.3210 -2.1082 0.7915
H -1.2365 -4.6654 -0.7298
H -1.5956 -0.4826 1.3104
H -0.0115 -0.0182 0.5072
H -2.7743 1.3340 0.5118
H -1.1276 2.0375 0.1548
H -2.2734 2.4518 -1.9156
H -1.2883 0.9913 -2.3924
H -5.7746 -0.7476 -0.8838
H -4.3963 0.0717 0.1134
H -3.7772 -1.9935 1.0132
H -5.2669 -2.7721 0.2509
H -3.6099 -2.8088 -0.6189
C -2.5121 0.9826 3.7346
O -2.9751 0.2469 2.8808
N -3.0821 2.1394 4.1680
C -2.4698 2.9636 5.1900
C -4.3431 2.5609 3.5879
H -1.5586 0.7556 4.2388
H -3.1551 3.0498 6.0368
H -2.2729 3.9560 4.7771
H -1.5307 2.5270 5.5334
H -5.0947 1.7872 3.7627
H -4.2171 2.6889 2.5100
H -4.6735 3.5000 4.0322
C 7.9637 -3.5918 -0.9003
O 7.2221 -2.7898 -1.4339
N 7.5771 -4.7787 -0.3524
C 8.5218 -5.6845 0.2677
C 6.1745 -5.1456 -0.3922
H 9.0481 -3.4106 -0.8169
H 8.4957 -6.6425 -0.2578
H 8.2397 -5.8339 1.3131
H 9.5349 -5.2815 0.2255
H 5.8457 -5.1873 -1.4333
H 5.5912 -4.3834 0.1287
H 6.0181 -6.1152 0.0814
C -1.0069 5.1910 -1.4096
O -1.5726 4.9624 -0.3576
N -1.3207 6.1967 -2.2725
C -0.5966 6.4030 -3.5102
C -2.4147 7.0892 -1.9418
H -0.1622 4.5728 -1.7558
H -0.1530 7.4018 -3.5020
H -1.2923 6.3193 -4.3488
H 0.1952 5.6616 -3.6279
H -2.1997 7.5830 -0.9910
H -3.3327 6.5065 -1.8334
H -2.5463 7.8386 -2.7227
```

The calculation puts the frontier orbital gap at 9.01 eV. The HOMO energy comes out at -9.106 eV. Its largest force on an atom is 0.086 Eh/bohr. As for the charge: 0. The calculation puts the relative energy (zero: lowest compared OMol25 entry of this formula, charge and spin) at 61.31 kcal per mole.

=====

[6]
The following is a DFT calculation (ωB97M-V/def2-TZVPD) of the molecule C7H12N2O5.

```
26
C7H12N2O5 (ωB97M-V/def2-TZVPD)
C 1.5653 2.3083 -1.0584
C 1.0029 1.0226 -1.7005
N 0.8959 1.2164 -3.1415
C -0.4321 0.7124 -1.0556
O -1.4902 0.7817 -1.7793
N -0.4420 0.3963 0.3264
C -1.3388 -0.8209 0.6602
C -0.5607 -2.1726 0.7934
C 0.5742 -2.2478 1.7939
O 1.1270 -3.3239 1.9936
O 0.8318 -1.0499 2.4221
C -2.1681 -0.3801 1.9209
O -2.8599 -1.1329 2.5077
O -2.1268 0.9714 2.0229
H 2.0512 2.0158 -0.0726
H 2.4588 2.6273 -1.7042
H 0.7837 3.0693 -0.8634
H 1.5943 0.0121 -1.5140
H 0.0218 1.5528 -3.6473
H 1.3353 0.4672 -3.6977
H 0.4132 0.1394 0.7355
H -2.1106 -0.9059 -0.0917
H -1.2697 -3.0547 1.0379
H -0.0652 -2.2923 -0.2329
H 1.6413 -1.1912 3.0460
H -1.4326 1.2792 1.2986
```

The calculation puts the frontier orbital gap at 9.52 eV. The HOMO energy comes out at -9.472 eV. Its largest force on an atom is 0.106 Eh/bohr. As for the charge: 0. The structure (SMILES) is C[C@H](N)C(=O)N[C@@H](CC(=O)O)C(=O)O. The calculation puts the relative energy (zero: lowest compared OMol25 entry of this formula, charge and spin) at 45.21 kcal per mole.

=====

It is found that the calculated total energy values, taken in the order of the records, are -10406.436; -63284.564; -12314.979; -9739.684; -52446.657; -20670.872 eV.